(1)
{
  "formula": "C13H5AsBr4O4ReS4",
  "method": "the ωB97M-V functional and the def2-TZVPD basis",
  "charge": 1,
  "lumo_ev": [-5.90, -5.90],
  "homo_energy_ev": [-11.62, -11.62],
  "e_above_lowest_ev": 1.856,
  "fmax_ev_per_a": 0.97,
  "total_energy_ha": -15001.9758,
  "elements": ["C", "O", "C", "S", "O", "As", "Br", "H", "S", "Br", "C", "H", "S", "C", "O", "C", "C", "Re", "S", "C", "Br", "C", "H", "C", "Br", "C", "H", "C", "C", "O", "C", "H"],
  "coordinates": [[0.281, -1.370, -5.610], [-3.060, -1.071, -2.175], [-1.982, -1.008, -2.640], [4.177, -1.714, 1.972], [-0.583, 1.216, 1.356], [3.468, -3.364, 0.714], [-4.774, 5.432, 1.193], [0.617, -1.170, -3.504], [1.165, -0.907, 0.830], [-3.095, 5.017, 3.997], [-3.440, 4.124, 1.304], [-0.351, -1.536, -7.650], [2.768, -3.080, 2.775], [-1.482, 2.218, 1.484], [-1.821, 1.478, -0.619], [-2.438, -1.203, -5.018], [-2.025, -1.340, -6.329], [-0.501, 0.172, -0.174], [1.750, -2.335, -0.494], [-1.480, -1.140, -4.002], [-4.095, 3.483, -1.440], [-3.185, 3.335, 0.184], [-3.488, -1.141, -4.766], [-0.119, -1.222, -4.295], [-0.717, 2.654, 4.149], [-2.193, 2.371, 0.301], [1.333, -1.439, -5.849], [-0.670, -1.426, -6.622], [-1.728, 2.978, 2.613], [-0.886, -0.716, -1.685], [-2.722, 3.948, 2.508], [-2.756, -1.381, -7.124]]
}

---

(2)
{
  "formula": "C13H6FN5O",
  "method": "the ωB97M-V functional and the def2-TZVPD basis",
  "charge": 0,
  "lumo_ev": -0.66,
  "homo_energy_ev": -9.93,
  "fmax_ev_per_a": 3.14,
  "smiles": "N#Cc1cc(F)cc(-c2nc(-c3ncccn3)no2)c1",
  "total_energy_ha": -947.8326,
  "elements": ["C", "H", "H", "C", "C", "H", "C", "C", "N", "H", "C", "C", "C", "N", "C", "H", "C", "N", "O", "C", "H", "C", "N", "C", "F", "N"],
  "coordinates": [[1.850, 0.795, -0.195], [-4.910, -1.116, -0.542], [-4.100, -3.922, 2.521], [3.954, 2.120, -0.088], [-3.763, -3.154, 1.806], [0.573, 1.301, -1.802], [0.997, -0.298, 0.271], [-4.214, -1.572, 0.097], [-2.495, -2.766, 1.795], [-5.691, -2.885, 0.891], [3.041, 1.122, 0.461], [1.963, 3.384, -2.935], [-2.095, -1.845, 0.889], [-2.953, -1.212, 0.071], [-4.662, -2.570, 0.949], [3.330, 0.625, 1.391], [3.572, 2.798, -1.233], [0.222, -1.849, 1.625], [1.378, -1.131, 1.291], [-0.678, -1.437, 0.800], [4.233, 3.596, -1.538], [2.337, 2.549, -1.837], [1.690, 4.087, -3.827], [1.507, 1.532, -1.313], [5.122, 2.355, 0.595], [-0.211, -0.506, -0.144]]
}

---

(3)
{
  "formula": "C13H7AsF6IrN2O7S",
  "method": "the ωB97M-V functional and the def2-TZVPD basis",
  "charge": 1,
  "lumo_ev": [-8.54, -8.55],
  "homo_energy_ev": [-12.74, -12.74],
  "e_above_lowest_ev": 0.185,
  "fmax_ev_per_a": 1.54,
  "total_energy_ha": -4472.8222,
  "elements": ["As", "F", "O", "C", "C", "F", "C", "C", "S", "O", "H", "O", "H", "C", "C", "H", "H", "C", "O", "F", "H", "N", "F", "C", "H", "F", "O", "C", "O", "Ir", "F", "C", "C", "C", "H", "C", "N", "O"],
  "coordinates": [[0.559, 3.278, -2.172], [-0.731, 2.162, -1.371], [4.236, -0.771, 4.877], [-5.150, -0.928, -1.101], [1.047, -0.226, 2.427], [1.607, 2.330, -1.047], [3.331, -0.743, 2.766], [-2.913, -0.137, -0.719], [-0.896, -1.020, -2.428], [1.830, -0.886, -1.839], [4.493, -1.266, 1.048], [0.153, -0.236, 0.235], [-6.190, -0.944, -0.802], [2.475, -0.770, 0.536], [-2.488, -0.883, -1.849], [-5.465, -2.236, -2.784], [-2.213, 0.434, -0.135], [2.779, -1.121, -0.908], [3.762, -1.731, -1.189], [1.875, 3.963, -2.938], [1.977, -0.219, 4.351], [4.472, -0.913, 3.699], [0.765, 1.688, -3.149], [-4.234, -0.172, -0.358], [-4.569, 0.383, 0.508], [0.280, 4.455, -1.017], [-0.227, 0.655, 4.112], [3.528, -0.957, 1.424], [5.543, -1.177, 3.205], [0.456, 0.420, -1.514], [-0.626, 3.731, -3.271], [-4.744, -1.660, -2.222], [1.211, -0.402, 1.036], [-3.429, -1.644, -2.601], [-3.092, -2.200, -3.467], [2.104, -0.379, 3.290], [-0.258, 0.155, 3.015], [-1.258, -0.034, 2.352]]
}

---

(4)
{
  "formula": "C13H8BrCuN3OS",
  "method": "the ωB97M-V functional and the def2-TZVPD basis",
  "charge": -1,
  "lumo_ev": 2.03,
  "homo_energy_ev": -4.36,
  "e_above_lowest_ev": 0.131,
  "fmax_ev_per_a": 0.60,
  "total_energy_ha": -5352.4680,
  "elements": ["C", "H", "O", "C", "N", "N", "H", "C", "C", "C", "N", "H", "C", "C", "C", "Cu", "C", "H", "H", "S", "Br", "C", "C", "H", "H", "H", "C", "C"],
  "coordinates": [[1.271, 0.726, 2.104], [-1.868, 1.931, 1.980], [0.281, -3.865, -4.066], [-1.618, 3.088, -2.582], [0.610, 0.787, 6.889], [-1.011, 2.408, -1.851], [2.347, 0.261, 3.911], [1.245, -0.996, -2.122], [0.094, 1.190, 1.480], [0.371, 0.984, 4.320], [0.108, -0.446, -1.751], [-1.635, 1.741, 4.404], [0.186, -2.743, -3.310], [1.421, 0.623, 3.477], [-0.933, 1.550, 2.377], [-0.174, 1.329, -0.453], [0.503, 0.875, 5.746], [-1.971, -2.612, -3.264], [-0.603, -4.172, -4.292], [-2.454, 4.025, -3.611], [2.833, -0.129, -1.567], [1.360, -2.139, -2.894], [-1.014, -1.033, -2.175], [-1.934, -0.543, -1.878], [2.321, -2.547, -3.170], [2.113, 0.430, 1.491], [-1.031, -2.177, -2.947], [-0.816, 1.453, 3.754]]
}